{
  "formula": "C40H80CuN4O20",
  "method": "the ωB97M-V functional and the def2-TZVPD basis",
  "gap_ev": [3.4770, 2.8125],
  "total_charge": -2,
  "homo_ev": [-1.189, -1.189],
  "fmax_ev_per_a": 5.76,
  "multiplicity": 2,
  "symbols": ["Cu", "C", "C", "C", "O", "C", "C", "C", "O", "O", "O", "H", "H", "C", "C", "C", "O", "C", "C", "C", "O", "O", "O", "H", "H", "C", "O", "C", "C", "N", "C", "C", "O", "C", "H", "H", "H", "H", "H", "H", "H", "H", "H", "H", "H", "H", "H", "H", "H", "C", "O", "C", "C", "N", "C", "C", "O", "C", "H", "H", "H", "H", "H", "H", "H", "H", "H", "H", "H", "H", "H", "H", "H", "C", "O", "C", "C", "N", "C", "C", "O", "C", "H", "H", "H", "H", "H", "H", "H", "H", "H", "H", "H", "H", "H", "H", "H", "C", "O", "C", "C", "N", "C", "C", "O", "C", "H", "H", "H", "H", "H", "H", "H", "H", "H", "H", "H", "H", "H", "H", "H", "C", "O", "H", "H", "H", "H", "C", "O", "H", "H", "H", "H", "C", "O", "H", "H", "H", "H", "C", "O", "H", "H", "H", "H"],
  "xyz": [[0.541, -2.651, -6.533], [0.493, -0.162, -0.757], [-0.350, -0.160, 0.302], [-1.712, -0.909, 0.259], [-2.601, -1.009, 1.208], [-2.029, -1.539, -0.893], [-1.209, -1.532, -2.091], [0.194, -0.840, -2.001], [0.968, -0.928, -3.010], [-1.522, -1.954, -3.249], [0.083, 0.431, 1.347], [1.380, 0.450, -0.681], [-2.912, -2.151, -0.994], [6.552, -4.402, -8.868], [5.450, -3.691, -8.467], [5.087, -2.410, -9.060], [4.152, -1.585, -8.702], [5.857, -1.872, -10.104], [7.117, -2.549, -10.489], [7.514, -3.885, -9.786], [8.568, -4.430, -10.184], [7.935, -2.085, -11.326], [4.678, -4.247, -7.664], [6.690, -5.359, -8.386], [5.742, -0.878, -10.512], [5.412, 1.437, 9.790], [4.858, 0.137, 9.461], [3.844, 0.277, 8.533], [2.353, 0.436, 9.020], [1.372, 0.727, 7.987], [-0.030, 0.361, 8.277], [-0.852, 1.140, 9.338], [-0.751, 2.549, 9.175], [-1.477, 3.235, 10.141], [4.650, 2.037, 10.287], [5.963, 2.001, 9.037], [6.128, 1.143, 10.558], [3.823, -0.681, 8.015], [3.871, 0.916, 7.651], [2.187, 1.180, 9.799], [2.170, -0.465, 9.604], [1.657, 0.149, 7.209], [-0.217, -0.710, 8.359], [-0.583, 0.597, 7.368], [-0.612, 0.887, 10.371], [-1.904, 0.891, 9.195], [-2.548, 3.070, 10.020], [-1.356, 4.309, 9.998], [-1.070, 3.078, 11.140], [6.448, -1.439, 0.361], [6.853, -0.085, 0.551], [6.595, 0.528, 1.818], [7.492, 1.851, 2.012], [7.561, 2.617, 0.713], [8.809, 3.347, 0.525], [9.175, 4.550, 1.500], [9.700, 4.023, 2.690], [10.312, 5.041, 3.437], [5.459, -1.758, 0.689], [7.194, -2.095, 0.809], [6.528, -1.608, -0.712], [6.868, -0.270, 2.509], [5.516, 0.682, 1.812], [8.452, 1.464, 2.355], [6.999, 2.411, 2.807], [7.451, 1.977, -0.060], [8.689, 3.876, -0.420], [9.628, 2.629, 0.494], [8.322, 5.185, 1.736], [9.876, 5.192, 0.966], [10.451, 5.983, 2.906], [11.205, 4.714, 3.970], [9.587, 5.442, 4.145], [-12.150, 2.234, 2.439], [-10.788, 1.951, 2.181], [-10.446, 0.573, 1.950], [-8.887, 0.438, 1.841], [-8.429, 1.282, 0.660], [-8.634, 0.604, -0.677], [-8.072, 1.222, -1.886], [-8.376, 2.641, -1.967], [-8.079, 3.263, -3.225], [-12.648, 1.359, 2.856], [-12.674, 2.582, 1.549], [-12.196, 2.914, 3.290], [-11.000, 0.281, 1.058], [-10.904, 0.011, 2.764], [-8.540, -0.558, 1.568], [-8.475, 0.654, 2.827], [-7.425, 1.220, 0.753], [-9.686, 0.349, -0.806], [-8.197, -0.392, -0.604], [-8.542, 0.796, -2.772], [-6.988, 1.213, -1.997], [-8.562, 2.773, -4.070], [-7.029, 3.377, -3.493], [-8.392, 4.307, -3.229], [-0.710, -5.787, -5.503], [-0.869, -4.980, -6.554], [-1.674, -5.509, -7.619], [-1.319, -4.748, -8.889], [-1.322, -3.259, -8.688], [-2.602, -2.713, -8.372], [-2.524, -1.174, -8.155], [-1.350, -0.824, -7.414], [-1.309, 0.540, -6.954], [-0.373, -5.219, -4.637], [-0.265, -6.781, -5.546], [-1.655, -6.076, -5.044], [-2.726, -5.725, -7.431], [-1.380, -6.552, -7.732], [-2.153, -5.005, -9.542], [-0.360, -5.065, -9.301], [-1.081, -2.783, -9.546], [-3.142, -3.121, -7.517], [-3.244, -2.845, -9.244], [-3.367, -0.857, -7.542], [-2.675, -0.685, -9.117], [-1.813, 1.321, -7.524], [-0.281, 0.866, -6.798], [-1.892, 0.579, -6.034], [2.838, 5.489, -1.141], [2.968, 5.116, 0.267], [3.714, 5.421, -1.785], [2.049, 4.848, -1.537], [2.386, 6.477, -1.227], [3.737, 4.543, 0.308], [-6.048, -4.604, 4.518], [-5.359, -3.584, 5.298], [-5.322, -5.359, 4.218], [-6.733, -4.976, 5.280], [-6.670, -4.199, 3.719], [-4.988, -3.007, 4.626], [-3.863, 4.596, 1.743], [-3.725, 3.960, 2.993], [-3.186, 4.111, 1.039], [-4.887, 4.872, 1.491], [-3.532, 5.619, 1.919], [-3.956, 3.029, 3.015], [1.068, -4.277, 2.827], [1.897, -3.420, 3.564], [1.397, -5.316, 2.853], [0.066, -4.209, 3.250], [0.959, -3.922, 1.802], [1.669, -2.511, 3.353]],
  "forces_ev_per_angstrom": [[-1.0, 0.1, -0.1], [0.4, -1.1, -4.3], [0.1, 1.0, 3.7], [-2.1, 0.0, 2.9], [2.5, 1.0, -0.7], [1.0, -1.5, -4.4], [-0.2, 0.4, -0.7], [1.2, 0.3, -0.1], [-1.0, 0.2, 1.4], [-0.1, 0.0, 1.7], [-1.6, -0.7, -0.2], [0.2, -0.2, 0.0], [-0.4, 0.2, 0.3], [2.4, 0.4, -1.3], [-2.0, -2.1, 1.6], [-2.6, 5.1, -0.2], [1.5, -3.0, 0.1], [2.8, -1.2, -0.9], [1.8, 0.7, -1.3], [0.7, -0.7, -1.0], [-1.5, 0.7, 0.9], [-2.3, -0.5, 1.7], [-0.7, 0.8, 0.3], [0.1, 0.0, -0.1], [-0.5, 0.0, 0.1], [0.2, -1.4, 1.7], [0.5, 2.4, -0.5], [-3.1, -1.5, -1.9], [0.3, 0.1, 2.1], [0.4, -0.6, 0.2], [-0.7, 1.0, -0.7], [0.6, 0.2, -0.2], [0.7, -0.4, -0.4], [0.1, 0.9, -0.2], [-0.1, 0.3, -0.3], [-0.4, -0.4, -0.6], [0.2, 0.4, 0.1], [-0.1, -0.4, 0.0], [1.3, 1.1, 0.4], [0.6, 0.6, 0.0], [-0.4, -0.7, -0.2], [-0.3, 0.1, -0.6], [0.2, -0.3, 0.7], [0.2, 0.1, -0.3], [0.3, -0.1, 0.2], [-0.2, -0.5, -0.1], [-0.2, -0.4, 0.5], [0.2, 0.1, -0.4], [-0.4, -0.5, 0.3], [0.9, 0.2, -0.3], [0.2, 0.5, -0.6], [0.4, -0.2, -1.0], [-1.4, -1.9, -1.7], [-0.2, 0.1, 2.1], [-0.5, 1.3, 0.5], [-1.1, -2.0, -1.0], [1.1, 0.3, -0.1], [-1.0, 0.8, 0.9], [-0.2, 0.6, 0.2], [0.0, -0.2, 0.4], [-0.2, 0.0, 0.0], [-0.1, 0.5, 0.9], [0.0, 0.5, 0.6], [0.4, 0.4, -0.1], [0.3, 0.3, -0.1], [-0.1, -0.2, 0.1], [0.3, -0.3, -0.4], [0.6, 0.3, 0.0], [-0.5, -0.1, -0.2], [0.5, -0.1, 0.0], [0.8, -0.3, -0.8], [0.0, -0.1, -0.3], [-0.2, -0.4, 0.8], [0.7, -0.9, 0.6], [0.6, 0.1, 0.2], [-0.2, 0.8, 0.0], [-1.7, 0.3, -2.0], [0.4, -0.4, 0.1], [-0.8, -1.2, 2.5], [0.5, 2.8, -1.5], [-0.2, 0.5, -0.5], [0.0, -0.1, 0.4], [-0.3, -0.4, -0.3], [0.0, 0.1, 0.0], [0.0, 0.6, -0.4], [0.4, -0.4, -0.4], [0.4, -0.4, 0.3], [-0.6, -0.7, 0.5], [0.4, 0.7, -0.4], [0.4, 0.7, 0.1], [-0.3, 0.6, 0.0], [0.4, -0.4, -0.2], [0.2, -0.6, -0.1], [0.2, -0.8, 0.3], [-0.2, -0.3, 0.0], [0.5, -0.7, 0.4], [-0.5, -0.1, 0.5], [-1.3, -1.5, 4.2], [-0.5, 1.4, -2.7], [1.9, -0.7, 0.3], [-1.2, 1.1, 0.4], [1.2, -1.3, 0.7], [-1.0, 1.4, 0.3], [0.0, -0.5, 1.1], [0.2, 0.4, -1.3], [-0.7, -0.1, 0.9], [1.0, 0.1, -0.3], [1.0, 0.2, -1.0], [-1.0, 0.0, -0.3], [-0.4, 1.4, 0.6], [0.6, -0.3, -0.5], [0.1, -0.2, -0.8], [-0.1, 0.1, 0.1], [0.7, -0.3, -0.2], [0.6, -0.5, 0.1], [-0.6, -0.1, -0.1], [-0.4, -0.1, 0.0], [0.8, 0.5, -0.2], [0.0, -0.5, -1.1], [-0.1, -0.4, 0.1], [0.5, -0.1, 0.5], [-1.5, -0.5, 0.8], [0.7, 0.8, -1.4], [0.3, -0.1, 0.5], [0.2, -0.3, -0.4], [0.4, 0.3, 0.4], [0.0, -0.2, 0.2], [0.1, 0.6, 1.9], [-0.4, -0.2, -1.2], [-0.3, -0.1, -0.3], [-0.1, -0.7, -0.3], [0.4, 0.0, -0.2], [0.4, 0.4, 0.2], [0.5, 0.8, 0.9], [-0.3, 0.3, 0.9], [-0.7, 0.2, -0.6], [-0.4, -1.2, -0.6], [0.8, 0.0, 0.0], [0.0, 0.0, -0.6], [-1.2, 0.6, -0.3], [1.0, -0.1, 0.5], [0.3, 0.2, 0.1], [-0.3, -0.4, 0.0], [0.2, -0.3, -0.2], [-0.1, 0.1, -0.2]],
  "mulliken_charge": [0.854, -0.781, 0.457, 0.345, -0.855, -0.645, 0.487, 0.608, -0.768, -0.765, -0.817, 0.426, 0.355, -0.620, 0.248, 0.606, -0.609, -0.518, 0.636, 0.375, -0.686, -0.605, -0.675, 0.430, 0.426, -0.702, -0.340, -0.750, -0.377, -0.295, -0.893, -0.552, -0.309, -0.772, 0.297, 0.284, 0.246, 0.346, 0.467, 0.277, 0.286, 0.243, 0.430, 0.421, 0.377, 0.436, 0.304, 0.268, 0.308, -0.794, -0.348, -0.539, -0.420, -0.307, -0.827, -0.521, -0.282, -0.850, 0.317, 0.311, 0.265, 0.359, 0.338, 0.281, 0.265, 0.250, 0.425, 0.381, 0.357, 0.434, 0.356, 0.230, 0.323, -0.770, -0.318, -0.443, -0.732, -0.362, -0.670, -0.652, -0.281, -0.783, 0.341, 0.250, 0.258, 0.300, 0.447, 0.377, 0.394, 0.281, 0.384, 0.413, 0.331, 0.365, 0.305, 0.310, 0.255, -0.926, -0.194, -0.697, -0.783, -0.137, -0.666, -0.770, -0.207, -0.900, 0.319, 0.344, 0.349, 0.416, 0.480, 0.351, 0.378, 0.217, 0.389, 0.395, 0.398, 0.375, 0.349, 0.272, 0.345, -0.536, -0.487, 0.253, 0.253, 0.222, 0.291, -0.465, -0.502, 0.228, 0.195, 0.226, 0.317, -0.539, -0.506, 0.274, 0.246, 0.214, 0.311, -0.505, -0.521, 0.232, 0.222, 0.235, 0.332]
}